# 1
Density functional theory data (ωB97M-V with the def2-TZVPD basis set) for a cluster of 10 separate species, H20O10 in total in a non-equilibrium geometry.

Structure (ORCA input):
```
! wB97M-V def2-TZVPD RIJCOSX def2/J DEFGRID3
* xyz 0 1
O 1.67110 2.59533 -0.76463
H 0.78384 2.93004 -0.89631
H 1.77015 1.79475 -1.29155
O -1.06727 2.93667 -1.40588
H -1.54307 2.11497 -1.24914
H -1.42252 3.34078 -2.17610
O 0.21838 -2.78249 -0.53522
H -0.41296 -2.30650 0.05087
H 0.81662 -3.29484 0.02525
O -0.58225 -0.73901 -2.76619
H -0.67608 0.13274 -3.23143
H -0.23194 -1.36771 -3.37181
O 2.10882 1.48136 1.65027
H 1.33281 1.06104 1.98443
H 1.83914 1.90328 0.87524
O 0.66905 -0.74973 2.47510
H 0.71288 -1.21844 3.30686
H 1.42275 -1.18778 2.04263
O -1.52100 -2.09176 1.45662
H -1.58721 -2.71352 2.15563
H -1.16577 -1.31392 1.81111
O -0.68349 0.28262 -0.27237
H -0.69224 -0.15739 -1.12839
H 0.27204 0.25165 0.02031
O -2.51237 1.00091 1.62770
H -2.61794 0.28492 2.31084
H -2.02464 0.56916 0.92087
O 1.99462 -0.82629 -0.96881
H 1.69557 -0.38718 -1.81781
H 1.43298 -1.54367 -0.83806
*
```

HOMO	-10.144	eV
ΔE to the lowest compared entry with this formula, charge and spin	261.7	kJ/mol
electronic energy	-764.382258	Eh
SMILES string	O.O.O.O.O.O.O.O.O.O



# 2
Density functional theory data (ωB97M-V with the def2-TZVPD basis set) for a cluster of 10 separate species, H20O10 in total in a non-equilibrium geometry.

Structure (ORCA input):
```
! wB97M-V def2-TZVPD RIJCOSX def2/J DEFGRID3
* xyz 0 1
H 0.96723 -0.30742 0.02117
H 0.72882 -0.44388 1.51602
H 3.17170 -1.66003 -2.31363
H 2.00445 -1.22201 -1.44432
H -4.36747 1.53522 -0.52280
H -3.39923 0.51674 0.05620
H 1.03027 2.35789 2.66781
H 0.72303 2.86672 4.06664
H -0.28756 -0.10161 -1.42234
H -0.00174 1.11151 -2.29221
H 4.11934 -4.38921 -0.45526
H 4.53552 -3.11528 0.26164
H 2.71627 3.20707 1.75654
H 3.56522 2.67541 2.89963
H -2.21369 -1.03607 -2.08610
H -1.26591 -0.68997 -3.22275
H -1.96447 1.77714 -0.09932
H -0.91633 2.79943 0.30856
H -4.01933 -2.88548 0.77940
H -2.86233 -2.69820 1.74704
O 0.75182 -0.95664 0.70022
O 2.23006 -1.81056 -2.17350
O -3.44047 1.27192 -0.54129
O 0.46973 2.98101 3.14373
O -0.69625 0.48011 -2.07315
O 4.43374 -3.49297 -0.61926
O 3.29377 3.49557 2.47225
O -1.89558 -1.36097 -2.93594
O -1.86958 2.67378 0.24131
O -3.56021 -3.31849 1.50789
*
```

HOMO	-10.598	eV
ΔE to the lowest compared entry with this formula, charge and spin	495.8	kJ/mol
electronic energy	-764.293090	Eh
SMILES string	O.O.O.O.O.O.O.O.O.O



# 3
Density functional theory data (ωB97M-V with the def2-TZVPD basis set) for a cluster of 10 separate species, H20O10 in total in a non-equilibrium geometry.

Structure (ORCA input):
```
! wB97M-V def2-TZVPD RIJCOSX def2/J DEFGRID3
* xyz 0 1
O -0.71106 1.51244 -2.58588
H -1.44340 1.84317 -3.19063
H -0.99765 0.57880 -2.13193
O -0.24188 1.97733 3.66064
H 0.32957 1.27272 3.46319
H -0.74822 1.96624 2.87229
O -1.04676 -3.23710 1.18953
H -0.71339 -4.10145 1.52798
H -0.46254 -3.35181 0.34266
O 1.86161 3.49792 -2.18564
H 1.92019 2.90688 -2.88725
H 1.70727 2.95897 -1.34024
O -2.15695 1.51628 1.77835
H -2.89252 1.97769 1.35744
H -2.51431 0.96620 2.63365
O -1.12112 3.22794 0.08127
H -1.35177 3.01240 -0.80761
H -1.62228 4.01999 0.47848
O -1.68546 -0.51321 0.01417
H -1.31658 -1.21509 0.56570
H -1.86138 0.12007 0.81829
O 1.52978 -3.44467 2.34778
H 1.72027 -3.18222 1.52606
H 1.79487 -2.93948 2.99652
O 2.75953 -1.62692 -0.95341
H 3.61104 -1.64201 -1.49645
H 2.40283 -0.81710 -1.35019
O 1.13979 -2.03759 -2.98981
H 0.30593 -2.54651 -2.77635
H 1.80457 -2.69988 -2.95861
*
```

HOMO	-10.815	eV
ΔE to the lowest compared entry with this formula, charge and spin	512.1	kJ/mol
electronic energy	-764.286856	Eh
SMILES string	O.O.O.O.O.O.O.O.O.O



# 4
Density functional theory data (ωB97M-V with the def2-TZVPD basis set) for a cluster of 10 separate species, H20O10 in total.

Structure (ORCA input):
```
! wB97M-V def2-TZVPD RIJCOSX def2/J DEFGRID3
* xyz 0 1
O 2.89580 -1.00665 2.30078
H 2.41931 -0.92037 1.45584
H 3.22035 -0.12158 2.49532
O -0.47420 0.50963 -0.07350
H 0.48913 0.40655 -0.10929
H -0.80996 -0.38588 -0.18477
O -2.55698 -2.35862 -1.67711
H -1.70610 -2.05447 -1.35456
H -3.09338 -2.46505 -0.88483
O 2.17768 2.41262 0.45344
H 2.79404 1.94155 -0.11102
H 2.05864 3.26534 0.01713
O -0.66977 -2.26616 0.68510
H -0.64340 -1.63576 1.42243
H -1.06237 -3.06471 1.06121
O 2.18866 -0.58758 -0.42344
H 2.82843 0.07172 -0.70571
H 2.41763 -1.38045 -0.93010
O 0.16036 1.65960 2.62272
H 1.11842 1.62918 2.54705
H -0.15697 1.53521 1.71674
O -1.73243 2.39686 -1.76283
H -1.14766 2.07073 -1.05109
H -1.19406 2.37074 -2.55912
O 0.47360 -3.00355 -1.74537
H 1.01008 -3.77890 -1.54947
H 0.12803 -2.71686 -0.88405
O -3.77106 2.60212 0.11901
H -2.92820 2.40830 -0.32699
H -4.43362 2.46643 -0.56350
*
```

HOMO	-10.469	eV
ΔE to the lowest compared entry with this formula, charge and spin	279.8	kJ/mol
electronic energy	-764.375357	Eh
SMILES string	O.O.O.O.O.O.O.O.O.O



# 5
Density functional theory data (ωB97M-V with the def2-TZVPD basis set) for a structure of composition H20O20SV3 in a non-equilibrium geometry.

Structure (ORCA input):
```
! wB97M-V def2-TZVPD RIJCOSX def2/J DEFGRID3
* xyz 2 2
O -1.66466 20.27590 10.56910
V -0.21846 20.33789 9.80201
O -0.52053 20.34116 8.20639
O 3.87804 16.93878 7.01351
V 2.30495 16.76730 6.65545
O 2.00804 15.17307 6.62287
O -1.09278 13.95717 10.57629
V 0.25037 14.15662 11.38232
O -0.09629 14.65045 12.86068
S 0.51866 17.00565 9.45481
O 0.62029 15.95253 10.42766
O 0.23877 18.25938 10.07465
O 1.76964 17.05529 8.71040
O -0.51205 16.67343 8.49187
O 1.69389 17.98675 12.52320
H 1.00553 18.57028 12.84239
H 1.28822 17.51096 11.79844
O 0.03139 16.98496 5.92483
H -0.65268 17.20367 5.29203
H -0.43110 16.90049 6.75862
O -0.57352 14.25405 7.66647
H -0.73841 15.17326 7.87647
H 0.26114 14.05677 8.09150
O 2.17276 18.95776 6.59405
H 1.84503 19.38909 5.80489
H 2.13522 19.63407 7.27038
O -2.79743 16.77526 5.99805
H -2.36241 16.07653 6.48669
H -3.63787 16.39850 5.73740
O 3.65807 18.29224 9.97655
H 4.41924 18.20683 9.40249
H 2.94786 17.86382 9.49874
O 3.66052 14.69936 9.35557
H 4.33288 15.28740 9.69964
H 2.87300 15.24078 9.30153
O -1.59624 17.36127 11.88513
H -0.91260 17.34765 11.21530
H -2.41185 17.45864 11.39367
O 2.13787 20.39932 9.25973
H 2.78277 19.82064 9.66650
H 2.59340 21.23554 9.16243
O -2.88799 17.46127 9.30551
H -3.21061 18.25287 8.87478
H -2.05866 17.27060 8.86725
*
```

HOMO (spin up / spin down)	-17.123 / -16.329	eV
<S²>	0.759
electronic energy	-4746.229502	Eh



# 6
Density functional theory data (ωB97M-V with the def2-TZVPD basis set) for a structure of composition H21O10 in a non-equilibrium geometry.

Structure (ORCA input):
```
! wB97M-V def2-TZVPD RIJCOSX def2/J DEFGRID3
* xyz 0 2
O 0.40975 1.29999 -0.09492
H 0.60182 0.77548 -1.16624
H -2.20368 2.94352 0.02428
O -2.53636 2.21805 -0.52178
H 1.53601 0.24327 2.20139
H -0.05410 -2.55769 2.14759
O 0.61250 -3.04543 2.64880
H 0.87006 2.16562 -0.06472
H 0.91400 -2.33369 3.22294
O 1.15630 2.35619 2.07551
H 1.94108 2.77090 1.67872
H 1.01618 2.86672 2.89835
O 0.51774 0.67584 -2.43740
H -3.03325 0.75430 1.37026
H 0.99116 -0.09367 -2.77977
O -2.00679 -1.31589 -2.53726
H -2.32033 -2.18189 -2.25813
H -0.45052 0.54412 -2.36658
O 0.98676 -0.44289 1.77607
H -2.79855 -0.76002 -2.54691
H 0.16954 -0.16881 2.23368
O 2.34107 -0.28883 -0.97710
H 2.45962 -0.97674 -1.66155
H 0.70717 0.68084 0.65487
O 0.91994 -3.06806 -1.26005
H -3.45360 2.49959 -0.65666
O -2.07368 0.73489 1.43259
H -1.68426 0.88640 0.53167
H 3.15290 -0.07691 -0.49685
H 0.72530 -3.21367 -2.19500
H 0.58623 -3.89150 -0.87579
*
```

HOMO (spin up / spin down)	-2.862 / -10.753	eV
ΔE to the lowest compared entry with this formula, charge and spin	48.7	kJ/mol
<S²>	0.750
electronic energy	-764.812753	Eh